A single C24H29NO4 molecule. Source: the OMol25 dataset; level of theory: ωB97M-V/def2-TZVPD.

XYZ file:
```
58
Properties=species:S:1:pos:R:3:forces:R:3:mulliken_charge:R:1
O 1.880 -1.103 -1.217 -0.53 0.04 -0.07 -0.169
O -2.011 1.659 -2.106 0.08 -0.07 0.05 -0.651
O 1.945 -2.841 0.201 0.09 0.20 -0.10 -0.731
O 3.972 1.074 -0.681 -0.07 -0.06 -0.34 -0.357
N -2.263 -2.095 0.719 -0.19 -0.10 0.18 -0.050
C -0.610 -3.782 1.154 0.18 -0.02 -0.03 -1.833
C -2.830 -1.010 0.101 0.00 0.29 -0.35 0.802
C -0.570 -0.324 -0.706 -0.13 0.06 0.01 0.582
C -4.162 1.491 1.223 -0.02 -0.10 -0.15 -1.691
C -2.074 -0.175 -0.641 0.47 -0.48 0.11 -1.009
C 1.311 -1.962 -0.350 0.34 -0.54 0.19 0.509
C -0.113 -1.669 -0.170 -0.60 0.15 -0.09 -0.651
C -4.723 0.626 0.092 -0.18 -0.04 0.02 1.847
C -2.663 0.930 -1.384 -0.56 0.06 -0.03 0.498
C 4.878 1.735 0.169 0.19 0.22 0.27 -0.509
C 3.937 -0.269 -0.246 -0.04 -0.49 -0.03 0.900
C -0.061 0.789 1.490 0.01 0.00 -0.03 0.182
C 0.077 0.780 0.108 0.06 0.17 -0.12 -0.149
C 5.404 -0.621 0.057 -0.28 0.12 -0.09 -0.771
C 0.534 1.781 2.249 -0.02 -0.02 0.16 -1.125
C 0.810 1.785 -0.504 -0.06 0.01 0.09 0.449
C -0.947 -2.466 0.534 0.51 -0.04 -0.23 0.546
C -4.305 -0.838 0.283 -0.03 0.20 -0.07 -1.467
C -6.250 0.725 0.089 0.30 -0.06 -0.03 -2.132
C 3.290 -1.145 -1.318 0.66 -0.05 0.37 -1.426
C 1.270 2.777 1.631 0.06 0.11 0.06 -0.450
C 6.006 0.728 0.477 -0.08 0.11 -0.08 -0.530
C -4.168 1.095 -1.254 0.05 0.11 0.03 -1.252
C 1.403 2.779 0.253 0.02 0.06 0.01 -0.946
H 5.881 -0.994 -0.849 0.04 -0.06 -0.02 0.334
H 0.438 -4.013 1.002 -0.09 -0.05 0.06 0.407
H 6.900 0.956 -0.100 0.04 0.00 0.04 0.243
H -6.561 1.756 -0.058 -0.06 0.13 -0.01 0.415
H 1.738 3.551 2.225 0.03 0.06 0.03 0.445
H 3.633 -2.179 -1.204 -0.02 0.21 -0.09 0.360
H -4.830 -1.461 -0.450 -0.02 -0.05 0.04 0.380
H -0.251 -0.206 -1.747 -0.06 0.00 0.15 0.920
H -1.222 -4.569 0.713 -0.09 -0.04 -0.01 0.393
H 4.367 2.032 1.097 0.03 0.02 -0.08 0.217
H 5.479 -1.380 0.832 0.01 -0.09 -0.02 0.322
H 0.424 1.775 3.325 0.00 0.01 0.07 0.447
H -4.411 2.144 -1.433 0.02 0.00 -0.03 0.459
H -4.596 -1.185 1.279 -0.02 -0.03 0.03 0.629
H -6.677 0.123 -0.711 -0.08 -0.07 -0.10 0.432
H -4.457 2.528 1.082 -0.04 0.14 0.00 0.457
H -0.813 -3.750 2.224 -0.04 -0.01 0.10 0.370
H -2.862 -2.727 1.229 0.09 0.11 -0.09 0.348
H 1.977 3.552 -0.235 0.07 0.07 -0.05 0.454
H 6.265 0.748 1.534 0.06 0.01 0.01 0.285
H 0.917 1.786 -1.577 0.00 -0.03 -0.15 0.484
H 3.538 -0.756 -2.306 0.02 -0.04 0.07 0.467
H -6.658 0.378 1.036 -0.08 -0.04 0.12 0.430
H -0.632 0.010 1.978 -0.06 -0.09 0.05 0.320
H -4.544 1.156 2.185 -0.04 -0.03 0.13 0.415
H 5.223 2.631 -0.348 -0.02 0.00 0.08 0.413
H -3.076 1.449 1.245 0.11 0.06 0.09 0.218
H 3.337 -0.340 0.678 0.04 0.00 -0.09 0.152
H -4.622 0.512 -2.062 -0.04 -0.01 -0.05 0.366
```
Positions in Å, forces in eV/Å.

Orbital gap   8.52 eV
F_max   0.8 eV Å⁻¹
HOMO   -8.1 eV
SMILES   CC1=C(C(=O)OC[C@H]2CCCO2)[C@H](c2ccccc2)C2=C(CC(C)(C)CC2=O)N1
Molar mass   395.50 g mol⁻¹

2 unconnected molecules or ions with the total composition C8H14NO3 at a distorted geometry. Source: the OMol25 dataset; level of theory: ωB97M-V/def2-TZVPD.

XYZ file:
```
26
Properties=species:S:1:pos:R:3:forces:R:3:mulliken_charge:R:1
O 2.210 -2.650 1.517 -0.65 0.42 -0.55 -0.579
O 1.255 3.556 -1.568 0.11 -0.10 0.28 -0.558
O 1.086 1.850 -2.880 0.13 -0.26 0.09 -0.573
N 1.413 2.367 -1.819 -0.58 0.14 -0.20 0.990
C 0.235 0.105 0.280 -1.04 -2.54 1.07 -0.294
C 0.834 -0.810 1.127 -0.44 1.71 -0.70 -0.276
C -2.213 0.828 0.266 -0.03 0.01 -0.20 -0.548
C 1.968 1.533 -0.811 1.10 0.09 -0.01 -0.629
C -2.882 -0.420 0.831 -0.03 -0.20 0.06 -1.063
C 1.313 -2.571 -0.689 -0.08 -0.01 -0.26 -1.108
C 1.503 -2.051 0.713 0.98 -0.61 0.44 0.488
C -0.798 1.067 0.806 0.65 1.10 0.13 -0.412
H -2.933 -0.375 1.929 0.00 -0.02 -0.29 0.289
H -0.491 2.088 0.530 -0.21 -0.10 0.06 0.276
H 2.520 0.685 -1.213 -0.38 0.17 0.19 0.350
H 2.334 2.077 0.057 -0.33 -0.23 -0.16 0.381
H 0.255 -2.819 -0.861 0.26 0.06 0.03 0.287
H -2.171 0.766 -0.833 -0.03 0.05 0.24 0.321
H -2.822 1.711 0.506 0.18 -0.22 -0.06 0.343
H 0.870 -0.603 2.201 0.00 -0.11 -0.29 0.345
H 0.035 -0.250 -0.738 0.46 0.40 0.01 0.360
H -0.805 1.043 1.906 0.04 -0.04 -0.26 0.405
H 1.928 -3.465 -0.835 -0.16 0.25 0.08 0.310
H -2.329 -1.332 0.559 -0.14 0.21 0.09 0.232
H 1.592 -1.805 -1.426 -0.07 -0.20 0.12 0.299
H -3.907 -0.524 0.446 0.27 0.01 0.11 0.365
```
Positions in Å, forces in eV/Å.

Orbital gap (spin up / spin down)   9.28 / 7.59 eV
F_max   2.9 eV Å⁻¹
HOMO (spin up / spin down)   -9.6 / -10.0 eV
⟨S²⟩   0.785
Molar mass   172.20 g mol⁻¹
Multiplicity   2

These records have ΔE to the lowest compared entry with this formula, charge and spin values of 1.064, 1.573 eV, in the order they appear.